(1)
{"formula": "CH3N3O", "method": "ωB97M-V with the def2-TZVPD basis set", "symbols": ["C", "N", "N", "N", "O", "H", "H", "H"], "coordinates": [[-1.9778, -0.3140, 0.2567], [-1.0450, -0.9403, -0.1969], [-2.9890, 0.3446, 0.0394], [1.7218, -0.1704, 0.1640], [0.0333, -1.5252, -0.1913], [1.3787, 0.0535, -0.7741], [-3.6025, 0.7077, 0.7639], [2.0540, -1.1084, 0.0176]], "forces_ev_per_angstrom": [[0.24, 0.00, -0.33], [1.08, -0.73, 0.03], [-1.39, 0.67, 0.10], [0.84, 1.45, 0.14], [-1.96, -0.92, -0.14], [0.16, 0.27, 0.02], [0.49, -0.17, 0.07], [0.55, -0.58, 0.11]], "s2": 2.0225, "multiplicity": 3, "e_above_lowest_kj_mol": 268.6, "homo_energy_ev": [-9.18, -9.47]}

(2)
{"formula": "C6H2Cl2N2", "method": "ωB97M-V with the def2-TZVPD basis set", "symbols": ["C", "C", "C", "C", "C", "C", "N", "N", "Cl", "Cl", "H", "H"], "coordinates": [[1.4384, -0.5022, -1.2629], [-1.2156, 1.2227, -0.9097], [-0.1223, -1.0759, 0.5109], [0.8917, -1.3676, -0.2776], [-0.8178, -0.0406, 1.2663], [-0.6522, 1.1273, 0.3611], [2.0190, 0.2235, -1.9703], [-1.7023, 1.2811, -1.9528], [1.7468, -2.9247, -0.0587], [0.6052, 2.2418, 0.6823], [-1.8254, -0.4708, 1.4514], [-0.3655, 0.2853, 2.1599]], "forces_ev_per_angstrom": [[1.73, 1.36, -1.38], [-0.28, -0.15, -0.04], [2.18, -0.02, 0.10], [-0.66, -0.57, 0.66], [-1.90, -0.56, -1.11], [0.08, 0.02, -0.26], [-1.29, -1.32, 1.17], [-0.16, 0.06, -0.30], [-0.51, 0.67, -0.32], [-0.09, -0.19, 0.11], [0.20, 1.16, -0.02], [0.70, -0.47, 1.40]], "e_above_lowest_kj_mol": 0.0, "homo_energy_ev": [-9.45, -9.84]}

(3)
{"formula": "C3H6ORb", "method": "ωB97M-V with the def2-TZVPD basis set", "symbols": ["Rb", "C", "C", "O", "C", "H", "H", "H", "H", "H", "H"], "coordinates": [[1.3187, -0.4218, -4.0440], [0.9424, -0.2088, -0.2821], [-0.2014, -0.5526, 0.6390], [-0.3205, -1.6740, 1.1455], [-1.1816, 0.5925, 0.9306], [0.7918, -0.6560, -1.2647], [1.8659, -0.5240, 0.2036], [0.9977, 0.8684, -0.4393], [-0.6681, 1.2873, 1.5952], [-2.0238, 0.1657, 1.4751], [-1.5211, 1.1233, 0.0412]], "forces_ev_per_angstrom": [[0.03, -0.02, -0.06], [0.32, 0.53, 0.20], [-1.22, -1.50, 1.03], [0.40, 2.43, -1.24], [0.21, -1.11, 0.41], [0.07, -0.46, 0.16], [0.07, -0.26, -0.39], [-0.01, 0.08, 0.08], [0.02, 0.20, -0.05], [-0.03, 0.16, -0.10], [0.14, -0.05, -0.04]], "e_above_lowest_kj_mol": 95.9, "charge": 1, "homo_energy_ev": -12.67}

(4)
{"formula": "C4H6O2Rb", "method": "ωB97M-V with the def2-TZVPD basis set", "symbols": ["O", "C", "Rb", "O", "C", "H", "C", "H", "H", "H", "C", "H", "H"], "coordinates": [[-0.3951, 1.2872, 0.3270], [0.8784, 1.5370, 0.8013], [4.4838, 2.5855, 0.5834], [1.5407, 0.2609, 0.8320], [-0.7101, -0.0995, 0.3044], [-1.1316, -0.3912, 1.2820], [-1.6624, -0.4195, -0.8202], [-2.4975, 0.2947, -0.8433], [-1.1424, -0.3867, -1.7882], [-2.0818, -1.4255, -0.6791], [0.7682, -0.7464, 0.1802], [1.0280, -0.8028, -0.8908], [0.9219, -1.6936, 0.7114]], "forces_ev_per_angstrom": [[2.60, 0.96, 1.22], [-0.87, -3.24, -0.96], [-0.09, -0.03, 0.01], [-1.12, 2.95, -0.15], [1.47, -2.00, 0.02], [0.06, 0.32, -0.29], [-0.09, -0.10, -0.23], [0.27, -0.20, 0.06], [-0.20, 0.04, 0.22], [0.15, 0.26, -0.08], [-2.12, 0.84, 0.02], [0.16, -0.11, 0.44], [-0.22, 0.29, -0.28]], "s2": 0.7502, "multiplicity": 2, "e_above_lowest_kj_mol": 0.0, "homo_energy_ev": [-3.39, -10.61]}